# 1
DFT (ωB97M-V/def2-TZVPD) results for a cluster of 2 separate species, C3H9NO3 in total at a distorted geometry.

XYZ file:
```
16
Properties=species:S:1:pos:R:3:mulliken_spin:R:1
C 0.821 -1.006 0.343 0.036
C 2.095 -0.921 -0.570 0.022
C 3.108 0.041 -0.217 0.005
O 2.456 1.205 0.091 0.009
O 4.324 -0.155 -0.183 0.055
N -0.369 -1.565 -0.452 0.828
H 0.503 -0.050 0.783 0.027
H 0.955 -1.583 1.237 0.039
H 1.994 -0.897 -1.742 -0.002
H 2.575 -1.901 -0.559 -0.001
H 3.091 1.870 0.526 -0.001
H -0.250 -1.766 -1.340 -0.006
H -1.083 -0.871 -0.588 -0.012
H -6.619 2.872 0.154 0.000
H -6.551 2.098 1.544 0.000
O -7.049 2.630 0.975 0.000
```

## Properties
**Net charge**: +1
**HOMO-LUMO gap (spin up / spin down)**: 0.3526 / 0.1323 Ha
**Energy relative to the best compared isomer or geometry (same formula, charge and spin)**: 46.8 kcal/mol
**2S+1**: 2
**LUMO energy (spin up / spin down)**: -3.79 / -9.79 eV



# 2
DFT (ωB97M-V/def2-TZVPD) results for a structure of composition C29H47AsN3O8PPdS3 at a distorted geometry.

XYZ file:
```
93
Properties=species:S:1:pos:R:3:lowdin_charge:R:1
Pd 0.616 0.976 -0.840 0.072
C 1.019 0.670 8.313 -0.075
C 0.915 0.654 6.810 -0.303
C 1.805 -0.095 6.043 -0.059
C 1.716 -0.111 4.661 -0.058
C 0.731 0.624 4.010 -0.248
C -0.157 1.373 4.763 -0.056
C -0.063 1.387 6.150 -0.062
S 0.769 0.699 2.198 0.478
O 1.884 1.608 1.965 -0.375
O -0.558 1.233 1.898 -0.378
N 1.106 -0.712 1.733 -0.251
C 0.079 -1.735 1.829 -0.203
C -1.076 -1.816 0.804 -0.659
O -1.889 -2.729 1.046 -0.050
O -1.110 -1.034 -0.184 -0.113
H 1.231 -0.326 8.703 0.068
H 0.090 1.019 8.765 0.064
H 1.823 1.332 8.649 0.071
H 2.577 -0.675 6.540 0.102
H 2.398 -0.698 4.060 0.110
H -0.928 1.931 4.248 0.103
H -0.766 1.976 6.730 0.099
H -0.399 -1.725 2.821 0.104
H 0.592 -2.697 1.733 0.102
C -4.626 2.585 -3.700 -0.116
C -3.405 1.746 -3.342 -0.264
C -2.946 0.890 -4.519 -0.193
N -1.596 0.369 -4.358 0.005
C -1.163 -0.569 -3.494 -0.812
S 0.443 -0.836 -3.247 0.697
N -2.093 -1.341 -2.768 0.103
C -3.122 -2.074 -3.261 -0.416
O -3.600 -1.964 -4.387 0.024
C -3.637 -3.152 -2.347 -0.120
C -2.814 -3.811 -1.448 -0.015
C -3.296 -4.915 -0.753 -0.074
C -4.593 -5.351 -0.949 -0.106
C -5.429 -4.678 -1.838 -0.107
C -4.947 -3.592 -2.542 -0.042
H -4.967 3.171 -2.845 0.059
H -5.458 1.954 -4.023 0.068
H -4.398 3.279 -4.513 0.067
H -3.639 1.089 -2.503 0.097
H -2.575 2.389 -3.037 0.039
H -2.933 1.492 -5.432 0.118
H -3.621 0.052 -4.671 0.089
H -0.852 1.033 -4.540 0.072
H -1.795 -1.449 -1.771 0.086
H -1.802 -3.478 -1.283 0.109
H -2.643 -5.423 -0.056 0.104
H -4.962 -6.215 -0.408 0.089
H -6.451 -5.009 -1.984 0.087
H -5.565 -3.075 -3.264 0.106
C 5.799 0.108 1.882 -0.083
C 4.683 0.603 0.984 -0.312
O 3.903 -0.519 0.609 -0.302
P 2.743 -0.365 -0.547 0.844
O 3.872 -0.010 -1.727 -0.334
C 3.499 0.806 -2.830 -0.369
C 4.384 2.036 -2.876 -0.092
O 2.509 -1.943 -0.821 -0.316
C 3.541 -2.854 -1.153 -0.299
C 3.994 -3.635 0.069 -0.083
H 6.358 0.951 2.294 0.065
H 6.490 -0.533 1.330 0.068
H 5.383 -0.469 2.708 0.070
H 5.097 1.083 0.090 0.101
H 4.056 1.330 1.505 0.092
H 2.451 1.117 -2.744 -0.012
H 3.592 0.219 -3.749 0.106
H 4.273 2.601 -1.949 0.071
H 4.085 2.681 -3.704 0.067
H 5.437 1.766 -2.998 0.064
H 4.379 -2.323 -1.613 0.103
H 3.115 -3.530 -1.900 0.113
H 4.287 -2.944 0.856 0.061
H 4.844 -4.277 -0.185 0.063
H 3.182 -4.257 0.447 0.071
C -2.513 1.911 -0.115 -0.252
As -0.935 2.937 -0.637 0.667
C -2.033 4.540 -1.099 -0.322
C -0.009 3.921 0.759 -0.273
S 0.188 2.804 -2.514 0.082
H -3.354 2.252 -0.715 0.004
H -2.678 2.104 0.944 0.028
H -2.308 0.848 -0.235 0.007
H -2.573 4.883 -0.211 0.021
H -2.748 4.294 -1.885 -0.007
H -1.364 5.325 -1.452 0.005
H 0.186 4.912 0.351 0.020
H 0.913 3.407 1.021 -0.004
H -0.646 3.974 1.641 0.032
```

## Properties
**Net charge**: -2
**HOMO-LUMO gap**: 0.1996 Ha
**2S+1**: 1
**LUMO energy**: 4.16 eV



# 3
DFT (ωB97M-V/def2-TZVPD) results for the molecule C4H8N2O3 at a distorted geometry.

XYZ file:
```
17
Properties=species:S:1:pos:R:3:lowdin_charge:R:1
N -0.932 -1.989 1.742 0.184
C -0.169 -0.880 1.591 -0.619
O 0.583 -0.443 2.448 0.036
N -0.352 -0.180 0.440 0.031
O -0.881 -0.733 -0.741 -0.099
C -0.808 0.330 -1.667 -0.175
C 0.615 0.925 -1.550 -0.085
C 1.011 0.758 -0.096 -0.254
O 1.033 1.890 0.638 0.031
H -1.529 -2.303 0.999 0.097
H -0.929 -2.465 2.625 0.109
H -1.550 1.098 -1.419 0.126
H -1.017 -0.089 -2.652 0.125
H 1.304 0.379 -2.193 0.115
H 0.621 1.980 -1.816 0.122
H 1.855 0.085 0.083 0.150
H 1.146 1.638 1.568 0.107
```

## Properties
**HOMO-LUMO gap**: 0.3603 Ha
**SMILES string**: NC(=O)N1OCC[C@H]1O
**Energy relative to the best compared isomer or geometry (same formula, charge and spin)**: 62.4 kcal/mol
**2S+1**: 1
**LUMO energy**: 0.89 eV



# 4
DFT (ωB97M-V/def2-TZVPD) results for a structure of composition C47H52BBr2ClCsN11O6S at a distorted geometry.

XYZ file:
```
122
Properties=species:S:1:pos:R:3:lowdin_charge:R:1
Cs -1.237 0.295 -0.248 1.002
Br 6.463 -4.712 1.538 0.711
C 5.039 -3.486 1.253 -0.680
C 5.019 -2.711 0.113 -0.103
C 3.952 -1.832 -0.023 -0.104
N 2.976 -1.710 0.866 0.147
C 3.006 -2.471 1.956 -0.198
C 4.036 -3.383 2.194 -0.070
C 1.871 -2.306 2.924 -0.212
C 1.734 -3.145 4.027 -0.077
C 0.647 -2.946 4.859 -0.669
Br 0.419 -4.087 6.363 0.708
C -0.267 -1.951 4.601 -0.091
C -0.025 -1.158 3.483 -0.108
N 1.008 -1.325 2.667 0.142
H 5.789 -2.781 -0.642 0.099
H 3.879 -1.194 -0.895 0.093
H 4.067 -3.995 3.082 0.090
H 2.427 -3.945 4.235 0.087
H -1.153 -1.782 5.196 0.097
H -0.722 -0.367 3.239 0.069
O 3.009 2.527 0.432 -0.091
C 3.713 2.803 -0.753 -0.229
C 3.316 1.876 -1.882 -0.285
C 3.734 2.085 -3.189 -0.035
C 3.328 1.188 -4.166 -0.077
C 2.500 0.131 -3.816 -0.068
C 2.130 0.013 -2.486 -0.135
N 2.546 0.853 -1.535 0.102
H 2.545 1.686 0.257 0.060
H 4.793 2.699 -0.573 0.115
H 3.529 3.838 -1.059 0.110
H 4.353 2.941 -3.432 0.106
H 3.634 1.329 -5.196 0.099
H 2.083 -0.576 -4.522 0.102
H 1.451 -0.782 -2.202 0.096
C 0.110 1.579 -8.471 -0.066
C -0.578 1.374 -7.147 -0.277
C -1.928 1.053 -7.088 -0.044
C -2.552 0.818 -5.872 -0.043
C -1.824 0.901 -4.696 -0.249
C -0.473 1.204 -4.740 -0.067
C 0.138 1.453 -5.956 -0.032
S -2.613 0.563 -3.125 0.447
O -4.033 0.687 -3.438 -0.353
O -2.122 1.611 -2.204 -0.693
N -2.121 -0.785 -2.584 -0.412
C -2.167 -1.922 -3.504 -0.220
C -0.866 -2.162 -4.335 -0.717
O -1.032 -2.770 -5.413 -0.078
O 0.216 -1.769 -3.830 -0.083
H -0.589 1.937 -9.229 0.066
H 0.537 0.640 -8.831 0.079
H 0.923 2.302 -8.386 0.068
H -2.499 0.975 -8.008 0.104
H -3.604 0.572 -5.817 0.108
H 0.096 1.224 -3.820 0.098
H 1.196 1.693 -5.984 0.096
H -3.012 -1.890 -4.199 0.095
H -2.293 -2.825 -2.898 0.099
B -3.498 1.557 4.183 -0.447
N -1.985 1.929 4.019 -0.100
C -1.140 2.402 4.949 -0.123
C 0.089 2.628 4.352 -0.087
C -0.117 2.243 3.021 -0.216
N -1.366 1.822 2.832 0.016
N -3.753 0.267 3.370 -0.107
C -4.427 0.158 2.212 -0.124
C -4.298 -1.139 1.751 -0.102
C -3.494 -1.752 2.724 -0.195
N -3.177 -0.904 3.697 0.053
H -4.194 2.434 3.707 0.054
H -3.705 1.391 5.367 0.053
H -1.471 2.538 5.966 0.104
H 0.992 2.994 4.810 0.077
H 0.588 2.236 2.201 0.089
H -4.946 1.008 1.798 0.112
H -4.706 -1.561 0.847 0.086
H -3.135 -2.771 2.761 0.090
C -3.962 5.908 2.113 -0.033
C -2.709 5.556 1.295 -0.480
C -3.008 4.241 0.568 0.004
C -1.570 5.329 2.297 -0.031
C -2.349 6.711 0.313 -0.408
O -2.156 7.924 1.077 -0.044
C -3.440 7.097 -0.724 -0.100
C -3.828 6.258 -1.956 -0.125
C -4.999 5.311 -1.818 -0.243
C -4.901 4.003 -2.282 -0.020
C -5.957 3.110 -2.155 -0.075
C -7.130 3.544 -1.564 -0.664
Cl -8.468 2.435 -1.380 0.626
C -7.268 4.846 -1.109 -0.119
C -6.202 5.720 -1.245 -0.059
C -0.920 6.623 -0.290 -0.046
N -0.462 5.428 -0.964 -0.114
C 0.356 4.460 -0.514 -0.154
N 0.509 3.523 -1.422 0.125
C -0.248 3.982 -2.452 -0.196
N -0.836 5.135 -2.229 0.110
H -4.207 5.053 2.746 0.087
H -4.833 6.094 1.481 0.074
H -3.804 6.764 2.777 0.083
H -3.034 3.429 1.295 0.079
H -2.260 3.979 -0.182 0.081
H -3.978 4.269 0.081 0.074
H -1.915 4.667 3.092 0.081
H -1.237 6.269 2.743 0.090
H -0.716 4.830 1.843 0.054
H -3.002 8.138 1.484 0.082
H -3.086 8.065 -1.088 0.114
H -4.346 7.320 -0.153 0.093
H -2.969 5.713 -2.337 0.078
H -4.084 6.972 -2.746 0.118
H -3.973 3.637 -2.708 0.115
H -5.844 2.092 -2.510 0.095
H -8.196 5.164 -0.652 0.095
H -6.315 6.738 -0.888 0.106
H -0.225 6.796 0.530 0.130
H -0.827 7.453 -0.990 0.135
H 0.810 4.458 0.464 0.124
H -0.384 3.445 -3.375 0.095
```

## Properties
**Net charge**: -2
**HOMO-LUMO gap**: 0.2074 Ha
**Energy relative to the best compared isomer or geometry (same formula, charge and spin)**: 4.5 kcal/mol
**2S+1**: 1
**LUMO energy**: 3.13 eV



# 5
DFT (ωB97M-V/def2-TZVPD) results for the molecule C15H18N4O2S at a distorted geometry.

XYZ file:
```
40
Properties=species:S:1:pos:R:3:lowdin_charge:R:1
O -3.940 -1.580 1.465 0.109
C -2.980 -1.124 0.891 -0.416
N -1.791 -1.842 0.881 0.107
C -0.722 -1.660 0.058 -0.615
N -0.702 -0.957 -1.019 0.035
N 0.477 -0.942 -1.623 0.022
C 1.389 -1.630 -1.048 -0.606
C 2.804 -1.693 -1.481 -0.168
C 3.662 -0.959 -0.435 -0.206
N 2.948 0.201 0.062 -0.196
C 3.459 0.709 1.321 -0.164
C 2.495 1.780 1.832 -0.194
O 2.360 2.835 0.913 -0.128
C 1.916 2.352 -0.335 -0.186
C 2.858 1.289 -0.897 -0.157
S 0.829 -2.429 0.419 1.077
C -2.940 0.201 0.231 -0.171
C -1.980 1.141 0.595 -0.046
C -1.992 2.397 0.021 -0.078
C -2.952 2.719 -0.926 -0.076
C -3.914 1.790 -1.282 -0.071
C -3.920 0.537 -0.696 -0.016
H -1.789 -2.673 1.462 0.149
H 3.138 -2.728 -1.566 0.114
H 2.880 -1.219 -2.459 0.114
H 3.827 -1.626 0.416 0.113
H 4.645 -0.703 -0.867 0.127
H 3.511 -0.108 2.044 0.123
H 4.466 1.148 1.207 0.131
H 2.863 2.223 2.759 0.126
H 1.513 1.315 2.013 0.120
H 1.868 3.216 -0.999 0.129
H 0.914 1.910 -0.235 0.107
H 2.440 0.915 -1.831 0.114
H 3.850 1.734 -1.090 0.133
H -1.239 0.892 1.341 0.114
H -1.253 3.129 0.312 0.103
H -2.952 3.699 -1.380 0.103
H -4.667 2.044 -2.013 0.104
H -4.671 -0.192 -0.957 0.120
```

## Properties
**HOMO-LUMO gap**: 0.3384 Ha
**SMILES string**: O=C(Nc1nnc(CCN2CCOCC2)s1)c1ccccc1
**Energy relative to the best compared isomer or geometry (same formula, charge and spin)**: 63.5 kcal/mol
**2S+1**: 1
**LUMO energy**: 0.37 eV



# 6
DFT (ωB97M-V/def2-TZVPD) results for a structure of composition C29H33N7O2PtS2 at a distorted geometry.

XYZ file:
```
74
Properties=species:S:1:pos:R:3:lowdin_charge:R:1
Pt -0.202 0.055 0.040 1.061
N -3.179 1.315 6.132 0.111
C -3.039 0.499 5.032 -0.321
C -3.928 0.597 3.958 -0.016
C -3.781 -0.221 2.856 -0.053
C -2.740 -1.129 2.806 -0.292
C -1.834 -1.225 3.847 -0.064
C -1.979 -0.412 4.953 -0.032
S -2.597 -2.247 1.419 0.627
O -2.691 -3.597 1.892 -0.276
O -3.538 -1.822 0.412 -0.314
N -1.108 -1.857 0.860 -0.145
C -0.010 -2.568 0.772 -0.486
N 0.083 -3.861 1.100 0.148
C 1.232 -4.454 0.906 -0.117
C 2.360 -3.795 0.416 -0.053
C 2.201 -2.455 0.118 -0.135
N 1.042 -1.833 0.274 -0.027
H -4.077 1.756 6.250 0.093
H -2.739 1.008 6.984 0.092
H -4.749 1.299 4.009 0.114
H -4.479 -0.189 2.034 0.104
H -1.043 -1.958 3.784 0.117
H -1.291 -0.486 5.782 0.110
H 1.259 -5.505 1.159 0.115
H 3.300 -4.303 0.275 0.097
H 3.030 -1.867 -0.266 0.111
N 1.914 -0.076 -2.093 0.084
C 2.094 1.201 -1.732 -0.692
N 1.295 1.831 -0.930 0.055
C 1.621 3.164 -0.823 -0.287
C 0.935 4.146 -0.113 0.007
C 1.387 5.452 -0.156 -0.069
C 2.512 5.804 -0.894 -0.090
C 3.207 4.851 -1.617 -0.098
C 2.758 3.545 -1.568 -0.467
S 3.405 2.161 -2.424 1.085
H 1.197 -0.568 -1.540 0.025
H 2.690 -0.591 -2.472 0.098
H 0.050 3.891 0.446 0.095
H 0.835 6.214 0.375 0.107
H 2.840 6.831 -0.917 0.102
H 4.061 5.114 -2.221 0.107
C -3.202 5.276 2.859 -0.050
C -2.299 4.099 2.632 -0.288
C -1.312 3.763 3.550 -0.037
C -0.462 2.682 3.311 -0.289
C 0.666 2.375 4.251 -0.042
C -0.657 1.920 2.180 -0.058
C -1.639 2.236 1.201 -0.325
C -2.449 3.359 1.474 -0.022
N -1.652 1.479 0.087 -0.101
C -2.627 1.547 -0.986 -0.613
C -2.290 0.408 -1.962 -0.076
C -2.547 2.875 -1.761 -0.029
C -4.050 1.297 -0.465 -0.029
H -2.928 5.817 3.760 0.071
H -4.232 4.934 2.952 0.078
H -3.155 5.964 2.017 0.079
H -1.200 4.343 4.456 0.104
H 0.659 3.053 5.100 0.073
H 1.623 2.488 3.740 0.080
H 0.593 1.351 4.608 0.067
H -0.034 1.032 2.005 0.070
H -3.202 3.683 0.777 0.090
H -1.302 0.573 -2.400 0.064
H -3.025 0.365 -2.764 0.090
H -2.317 -0.547 -1.428 0.048
H -1.523 3.051 -2.082 0.077
H -2.872 3.722 -1.168 0.063
H -3.188 2.817 -2.637 0.082
H -4.114 0.263 -0.135 0.048
H -4.770 1.458 -1.264 0.088
H -4.299 1.950 0.364 0.066
```

## Properties
**HOMO-LUMO gap (spin up / spin down)**: 0.2262 / 0.2262 Ha
**Energy relative to the best compared isomer or geometry (same formula, charge and spin)**: 14.5 kcal/mol
**2S+1**: 1
**LUMO energy (spin up / spin down)**: -0.55 / -0.55 eV



- 2S+1 of number 4 (C47H52BBr2ClCsN11O6S)?
  1